1.
C38H67BBaN2OP2 as an isolated structure, computed with ωB97M-V with the def2-TZVPD basis set.

Computed properties:
E = -2406.035905 Ha
HOMO energy = -5.9 eV
Lowest unoccupied orbital energy = 0.24 eV
2S+1 = 1
Kohn-Sham gap = 6.17 eV

Positions of all 112 atoms, in Å:
Ba (0.655221, -1.176835, -0.522722)
C (-2.304961, -3.641408, -1.433795)
C (-1.187269, -4.683850, -1.448904)
C (-0.493264, -4.690564, -2.806480)
C (-0.225202, -4.521688, -0.279680)
C (1.159783, -4.511007, -0.438859)
C (2.011872, -4.395232, 0.651850)
C (1.516718, -4.278331, 1.945194)
C (2.441098, -4.194514, 3.127880)
C (0.132340, -4.263666, 2.106904)
C (-0.718768, -4.392184, 1.020370)
H (-3.009613, -3.830809, -2.246054)
H (-1.928620, -2.622865, -1.580746)
H (-2.871650, -3.645225, -0.503240)
H (-1.661529, -5.664610, -1.324926)
H (0.047026, -3.756833, -2.993906)
H (-1.229398, -4.802485, -3.603571)
H (0.223796, -5.506609, -2.897456)
H (1.597435, -4.559258, -1.427105)
H (3.081230, -4.370841, 0.480975)
H (1.885602, -4.033206, 4.051545)
H (3.156908, -3.379377, 3.017472)
H (3.013703, -5.117514, 3.235570)
H (-0.286588, -4.167621, 3.102237)
H (-1.787851, -4.399318, 1.194586)
C (-2.703055, 1.061697, -5.020966)
C (-2.536482, -0.081976, -4.015084)
C (-3.770377, -0.984220, -4.088945)
C (-1.320360, -0.921271, -4.434107)
P (-2.168900, 0.415098, -2.227038)
C (-1.121886, 1.914577, -2.583102)
N (-0.402489, 2.401826, -1.432228)
B (0.226599, 1.572558, -0.395362)
N (0.706998, 2.614669, 0.518332)
C (1.427141, 2.349973, 1.741938)
P (0.624705, 1.000243, 2.739440)
C (-0.482293, 1.991611, 3.892683)
C (-1.476704, 1.035177, 4.559371)
C (0.225288, 2.822807, 4.962197)
C (-1.279385, 2.945325, 2.989869)
C (2.117076, 0.358292, 3.690446)
C (1.658470, -0.480553, 4.885988)
C (2.792645, -0.590072, 2.691587)
C (3.144562, 1.389001, 4.167976)
C (0.418755, 3.884755, 0.061664)
C (0.688819, 5.138688, 0.585759)
C (0.242860, 6.262607, -0.109630)
C (-0.449961, 6.134279, -1.303323)
C (-0.719150, 4.876780, -1.844755)
C (-0.285110, 3.753462, -1.160520)
C (-3.708933, 1.144693, -1.437478)
C (-3.248926, 1.884021, -0.173885)
C (-4.520337, 2.105762, -2.304915)
C (-4.609037, -0.011225, -0.979629)
H (-2.937924, 0.642156, -6.004176)
H (-1.790702, 1.647899, -5.132689)
H (-3.509543, 1.741708, -4.752067)
H (-3.817689, -1.448220, -5.078719)
H (-4.694793, -0.424780, -3.945471)
H (-3.735943, -1.784114, -3.345785)
H (-1.427487, -1.228363, -5.478857)
H (-1.238080, -1.826190, -3.828369)
H (-0.382327, -0.365465, -4.354555)
H (-1.747453, 2.706379, -3.002008)
H (-0.430937, 1.633164, -3.388120)
H (1.537379, 3.260195, 2.337608)
H (2.446858, 2.014501, 1.520521)
H (-0.987800, 0.300393, 5.198721)
H (-2.060792, 0.495166, 3.811071)
H (-2.170481, 1.609035, 5.180870)
H (0.677943, 2.199949, 5.734194)
H (-0.503098, 3.475981, 5.453029)
H (1.002634, 3.462812, 4.540115)
H (-1.705234, 2.431106, 2.127686)
H (-0.666214, 3.765226, 2.612077)
H (-2.099876, 3.378631, 3.569428)
H (0.906873, -1.219808, 4.595032)
H (1.240395, 0.133998, 5.683293)
H (2.516792, -1.018470, 5.300589)
H (2.123212, -1.412569, 2.422472)
H (3.689470, -1.027154, 3.143344)
H (3.101131, -0.091119, 1.772499)
H (2.766619, 1.989999, 4.992661)
H (3.464950, 2.067647, 3.376757)
H (4.037746, 0.866565, 4.525545)
H (1.238873, 5.253532, 1.511929)
H (0.448561, 7.248620, 0.287455)
H (-0.780624, 7.020515, -1.829942)
H (-1.245031, 4.794340, -2.788159)
H (-2.724398, 2.812065, -0.400467)
H (-2.577436, 1.265071, 0.425453)
H (-4.130414, 2.126067, 0.428217)
H (-3.914134, 2.928464, -2.687711)
H (-5.318735, 2.548876, -1.701960)
H (-4.991780, 1.598833, -3.147612)
H (-4.061696, -0.700749, -0.331860)
H (-5.025766, -0.581520, -1.807795)
H (-5.445038, 0.395590, -0.403406)
C (4.680562, 0.009307, -0.702764)
C (4.073863, -1.201545, -1.408621)
C (4.876661, -2.460112, -1.087157)
C (4.047838, -0.956377, -2.916743)
O (2.748794, -1.382485, -0.969768)
H (5.683082, 0.239472, -1.074650)
H (4.761729, -0.178723, 0.368978)
H (4.044999, 0.883636, -0.859137)
H (5.916350, -2.383784, -1.417772)
H (4.424826, -3.325020, -1.578352)
H (4.874108, -2.632327, -0.008177)
H (5.048844, -0.788149, -3.324306)
H (3.440156, -0.075853, -3.136032)
H (3.611627, -1.816741, -3.429755)

Cartesian forces (eV/Å) of the 6 atoms listed first:
Ba -1.89 -0.74 0.78
C -0.07 0.10 -0.02
C 0.03 -0.12 0.01
C 0.02 0.02 -0.06
C -0.02 0.01 0.01
C -0.03 0.02 -0.03

=====

2.
A 12-piece molecular cluster, C14H52N10O12 overall, computed with ωB97M-V with the def2-TZVPD basis set.

Computed properties:
E = -2014.727254 Ha
HOMO energy = -7.8 eV
Lowest unoccupied orbital energy = -0.12 eV
2S+1 = 1
Energy above the lowest of the compared OMol25 structures with the same formula, charge and spin = 11.557 eV
Kohn-Sham gap = 7.70 eV
Structure (SMILES) = NC(N)=O.NC(N)=O.NC(N)=O.NC(N)=O.NC(N)=O.CCO.CCO.CO.CO.CO.CO.CO

Positions of all 88 atoms, in Å:
N (-2.694978, -2.223841, 0.184413)
C (-2.567374, -3.399727, 0.725902)
N (-3.414868, -4.023941, -0.011703)
O (-1.325089, -3.906198, 0.985441)
H (-1.841145, -1.713707, 0.398462)
H (-3.572479, -1.761646, 0.556945)
H (-3.156757, -5.089697, -0.031666)
H (-4.328581, -3.927043, 0.517425)
N (-1.641101, 2.936824, 1.891953)
C (-2.089365, 1.778903, 2.447531)
N (-2.026623, 1.711279, 3.720493)
O (-2.366192, 0.820311, 1.551372)
H (-1.379981, 2.950749, 0.841691)
H (-1.419831, 3.790295, 2.550743)
H (-2.037802, 0.842677, 4.236752)
H (-1.903679, 2.476381, 4.316837)
N (-2.702453, -1.289179, -2.734002)
C (-1.519267, -1.513108, -3.242118)
N (-1.124821, -2.315431, -2.347677)
O (-1.395168, -1.761199, -4.597276)
H (-3.386792, -0.903462, -3.450882)
H (-2.750249, -0.595528, -1.961499)
H (-0.352559, -2.941593, -2.736630)
H (-0.641001, -1.898761, -1.513276)
N (3.471169, -1.317667, -2.453855)
C (2.551290, -1.191687, -3.342887)
N (2.441028, -2.135541, -4.247169)
O (1.637948, -0.133936, -3.391197)
H (3.589109, -0.652411, -1.701130)
H (4.090430, -2.103916, -2.439948)
H (1.933561, -1.967386, -5.111226)
H (3.069336, -2.974802, -4.134424)
N (2.716716, 1.313685, 2.977210)
C (1.488985, 1.387839, 2.595160)
N (0.990725, 2.605292, 2.412130)
O (0.782336, 0.250781, 2.529798)
H (3.165812, 0.473883, 2.879233)
H (3.230601, 2.211805, 2.843260)
H (-0.034008, 2.640006, 2.247645)
H (1.509415, 3.470742, 2.438712)
C (-0.126342, -2.665891, 4.049036)
C (-1.403043, -1.873203, 3.684671)
O (-1.647301, -0.999225, 4.742926)
H (-0.435869, -3.097622, 4.985648)
H (0.736802, -2.120181, 4.260147)
H (0.015419, -3.594205, 3.407778)
H (-2.210096, -2.627185, 3.384582)
H (-1.225629, -1.385558, 2.736195)
H (-2.321618, -1.446685, 5.295764)
C (3.613493, 1.918425, -1.710898)
C (3.873363, 1.610438, -0.235621)
O (3.954513, 0.114016, -0.150103)
H (4.066786, 2.854061, -1.976791)
H (2.531787, 1.996774, -1.969399)
H (4.121594, 1.229169, -2.398895)
H (3.114313, 2.087275, 0.366343)
H (4.778757, 2.154737, 0.016061)
H (3.910853, -0.172559, 0.782965)
C (2.001020, -2.786481, 1.055656)
O (2.883627, -3.885892, 1.165853)
H (2.338846, -2.072575, 0.400400)
H (1.707794, -2.327913, 1.957031)
H (1.049698, -3.180410, 0.559826)
H (2.946939, -4.292444, 0.327781)
C (-4.269860, 1.399782, -0.985825)
O (-2.977487, 0.837753, -0.855411)
H (-4.126176, 2.437550, -1.021943)
H (-4.799363, 1.400618, -0.039656)
H (-4.983578, 1.144227, -1.748238)
H (-2.924661, 0.865265, 0.113224)
C (0.448648, 4.236604, -0.166518)
O (-0.823114, 3.746024, -0.702895)
H (0.717793, 5.052324, -0.696228)
H (1.248582, 3.630527, -0.491060)
H (0.419135, 4.433473, 0.806699)
H (-0.503056, 3.274872, -1.459495)
C (0.185935, 0.281801, -0.549249)
O (-0.353185, -0.804317, 0.204012)
H (1.288317, 0.334858, -0.667203)
H (-0.278891, 1.171411, -0.192982)
H (-0.226185, 0.163341, -1.510028)
H (-0.092262, -0.629638, 1.107346)
C (-0.373477, 2.107935, -3.970443)
O (0.411083, 2.208598, -2.866471)
H (-0.716498, 2.993195, -4.376120)
H (-1.299566, 1.642978, -3.506029)
H (-0.086042, 1.332753, -4.671559)
H (0.841903, 1.381153, -2.891426)

Cartesian forces (eV/Å) of the 6 atoms listed first:
N 0.08 7.69 3.48
C 11.20 -2.44 -1.62
N -6.44 -10.33 0.23
O -5.79 2.04 0.32
H -0.42 1.20 0.08
H 1.35 -0.04 -1.22

=====

3.
One molecule with the formula C6H4S, computed with ωB97M-V with the def2-TZVPD basis set.

Computed properties:
E = -628.979461 Ha
HOMO energy = -9.4 eV
Lowest unoccupied orbital energy = 0.63 eV
2S+1 = 1
Energy above the lowest of the compared OMol25 structures with the same formula, charge and spin = 3.139 eV
Kohn-Sham gap = 10.03 eV
Structure (SMILES) = C#C[C@H]1S[C@@H]1C#C

Positions of all 11 atoms, in Å:
C (2.996922, -0.891833, -0.232882)
C (1.940615, -0.575547, 0.198916)
C (0.574280, -0.003965, 0.534039)
S (-0.057326, 1.468933, -0.040232)
C (-0.533577, -0.088864, -0.419943)
C (-1.783532, -0.819612, -0.112620)
C (-2.998270, -0.901949, 0.082148)
H (3.921582, -1.774135, -0.130815)
H (0.182221, -0.190622, 1.519573)
H (-0.366374, -0.434402, -1.379776)
H (-3.998840, -1.413152, 0.336787)

Cartesian forces (eV/Å) of the 6 atoms listed first:
C 5.47 -4.87 0.43
C -4.38 2.33 0.85
C 2.64 -2.61 0.93
S -0.12 4.68 -0.15
C -2.42 -3.83 -0.48
C -2.44 2.16 1.14